Record 1
Entry from the OMol25 dataset: C20H24N4O2 in the gas phase (the ωB97M-V functional and the def2-TZVPD basis).

```
50
Properties=species:S:1:pos:R:3:mulliken_charge:R:1
O -3.39668 -2.56218 0.30126 -0.44
O 0.37637 -1.67537 0.51756 -0.67
N 2.94738 2.04204 0.12686 0.01
N -4.15056 1.87058 -1.21051 -0.64
N -1.95751 -0.39082 1.37536 -0.05
N -2.27536 1.56457 0.18124 -0.41
C -4.39040 -1.56059 0.32575 -0.85
C -1.75563 -3.82844 -0.87422 -1.11
C -3.88591 -0.19161 -0.04510 0.89
C -2.56172 3.66056 -0.97651 -1.23
C 5.02685 0.76365 -0.43295 -0.91
C -2.92695 -2.86993 -0.99929 -0.12
C 2.85973 -0.19262 0.18403 0.45
C 0.45044 -0.51971 0.89456 0.79
C 1.57123 0.33594 0.56276 0.78
C -3.02941 2.27886 -0.64416 0.57
C 3.69780 0.91044 -0.06482 -0.56
C 0.68715 2.80807 0.68912 -1.09
C 3.37741 -1.47904 0.06270 -0.59
C 5.52810 -0.51920 -0.55564 1.09
C -4.56026 0.63995 -0.90762 -0.66
C -0.65032 0.03073 1.81225 -1.28
C 6.95500 -0.75265 -0.95285 -1.46
C 4.69620 -1.62021 -0.30610 -0.81
C 1.67919 1.71763 0.50013 0.20
C -2.67945 0.32856 0.49423 0.22
H -0.46929 -0.39250 2.80716 0.36
H -3.35106 4.18758 -1.50274 0.38
H 7.00156 -1.32910 -1.87602 0.33
H -5.22441 -1.83260 -0.33893 0.43
H -3.74613 -3.32093 -1.58172 0.35
H -2.29362 4.19490 -0.06841 0.30
H 0.63161 3.10411 1.73804 0.32
H -0.63747 1.11295 1.87483 0.47
H -0.30520 2.49582 0.36400 -0.01
H -2.61152 -1.95008 -1.51320 0.28
H 3.27447 2.98390 -0.01651 0.24
H -1.42356 -4.13330 -1.86251 0.40
H -1.68153 3.60597 -1.61496 0.23
H 0.98757 3.68266 0.11315 0.42
H -4.75747 -1.55175 1.35892 0.23
H 2.74954 -2.33584 0.24603 0.52
H -5.48230 0.32466 -1.38231 0.40
H 5.11494 -2.61083 -0.41054 0.40
H 5.65102 1.62646 -0.61709 0.29
H -0.93312 -3.34095 -0.35779 0.15
H 7.47560 -1.31940 -0.18182 0.33
H -2.13158 -1.39033 1.36907 0.39
H -2.05721 -4.70701 -0.31023 0.32
H 7.47800 0.18818 -1.10482 0.34
```

Calculated values
**DFT total energy**: -31186.1395 eV
**Energy relative to the best compared isomer or geometry (same formula, charge and spin)**: 106.95 kJ/mol
**SMILES**: CCOCc1cnc(C)nc1NCC(=O)c1c(C)[nH]c2cc(C)ccc12
**Gap between HOMO and LUMO**: 8.67 eV
**Molecular weight**: 352.438 g/mol
**HOMO energy**: -0.2941 Eh
**Max |F|**: 0.763 eV Å⁻¹

Record 2
Entry from the OMol25 dataset: C20H24N4O2V as an isolated structure (the ωB97M-V functional and the def2-TZVPD basis).

```
51
Properties=species:S:1:pos:R:3:mulliken_charge:R:1
V -0.45069 1.03978 0.26088 1.60
O -1.62828 0.93437 -1.21404 -0.11
O -2.02736 0.26481 1.24445 0.00
N -0.16101 2.72596 1.08837 -0.30
N 1.50819 -2.46480 -0.36082 0.31
N 2.64246 -8.21885 -3.81326 -0.34
N 0.74061 -0.48141 0.19739 0.05
C 2.64021 -4.62466 -0.59057 -0.53
C 2.05904 -2.14092 0.86763 -0.14
C 2.46890 -7.24454 -3.23044 -0.11
C -1.89967 -0.47801 2.50706 -0.80
C -3.03051 0.61075 -0.87555 -0.60
C 2.87872 -5.79386 -1.29135 -1.15
C 1.05448 3.34484 1.08876 -0.23
C -1.17123 4.75393 1.83872 -0.88
C -2.97038 -0.33110 0.29947 -0.52
C 0.72612 -1.46369 -0.73551 -0.53
C 2.23395 -6.02604 -2.50048 0.33
C 0.07591 5.40844 1.82653 1.01
C 0.19230 6.83806 2.21914 -1.36
C -1.26010 3.43832 1.48222 -0.20
C 1.11089 -3.90843 -2.31269 -0.59
C 1.59060 -0.92616 1.21450 -1.26
C -1.43904 1.66672 -2.48938 -0.73
C 1.35053 -5.07548 -3.01119 -1.21
C 1.19763 4.65595 1.44668 -0.88
C 1.75579 -3.69166 -1.10403 2.45
H -1.12656 0.00896 3.09329 0.33
H 1.90873 2.75050 0.78575 0.49
H -1.76896 1.02654 -3.30220 0.31
H -2.01846 2.58533 -2.45921 0.34
H -0.37817 1.87904 -2.59014 0.33
H -1.63449 -1.51106 2.29344 0.37
H -3.95096 -0.42871 0.76217 0.47
H -0.57792 7.43641 1.72921 0.40
H 3.16263 -4.47028 0.34280 0.30
H 3.56948 -6.52759 -0.89865 0.49
H 1.17275 7.25123 1.99833 0.38
H 0.42213 -3.18951 -2.73873 0.21
H 2.18187 5.10668 1.43465 0.43
H -2.06612 5.28343 2.14196 0.48
H 1.82157 -0.33940 2.08813 0.55
H -2.84791 -0.42409 3.03479 0.29
H -3.51070 0.14599 -1.73345 0.46
H 0.01413 6.93298 3.29585 0.36
H 0.19415 -1.42537 -1.66946 0.45
H -2.60600 -1.31928 0.01827 0.39
H 2.74188 -2.78203 1.39529 0.46
H -2.20675 2.91286 1.51396 0.55
H -3.54049 1.54099 -0.63303 0.41
H 0.85611 -5.25594 -3.95553 0.47
```

Calculated values
**DFT total energy**: -56844.8855 eV
**Net charge**: +3
**Gap between HOMO and LUMO (spin up / spin down)**: 5.44 / 6.03 eV
**Multiplicity**: 3
**Molecular weight**: 403.382 g/mol
**HOMO energy (spin up / spin down)**: -0.6099 / -0.6102 Eh
**Max |F|**: 1.323 eV Å⁻¹
**<S²>**: 2.011

Record 3
Entry from the OMol25 dataset: C20H24N4O6 in the gas phase (the ωB97M-V functional and the def2-TZVPD basis).

```
54
Properties=species:S:1:pos:R:3:mulliken_charge:R:1
O 1.91054 0.71889 -2.38675 -0.64
O -2.02557 2.20024 6.95096 -0.46
O 0.77678 2.44322 6.45008 -0.45
O -1.38803 -1.11228 1.31969 -0.67
O 2.70450 -0.48426 1.27726 -0.76
O 1.31151 -3.78693 -2.12899 -0.66
N 0.71616 -1.29531 0.52663 -0.09
N 1.82721 -1.53600 -1.98514 0.15
N 0.49496 -2.21584 -3.60253 0.09
N 0.33374 -0.14596 2.50085 0.00
C 2.05086 -1.06230 0.43626 0.74
C 2.68960 -1.61752 -0.83480 -0.89
C 1.51797 -0.38477 -2.65792 -0.59
C -0.75662 -0.06236 -3.69697 0.23
C -0.22435 -0.84144 1.49652 0.45
C -0.30408 0.44840 3.59520 0.52
C 1.20478 -2.66525 -2.55146 0.41
C -0.94141 -0.03315 -6.21041 -0.71
C -0.05637 1.75131 5.60860 0.47
C -1.43221 1.65253 5.83988 0.52
C 0.49861 1.13966 4.49520 -0.90
C -2.22777 0.97732 4.92377 -0.92
C 0.08763 3.28996 7.34270 -0.46
C 1.28735 -0.45196 -5.14270 -1.20
C 0.38816 -0.76905 -6.33314 -0.63
C -1.10215 2.55265 7.95579 -0.46
C -1.46179 -0.39528 -2.38423 -1.78
C 0.60044 -0.78995 -3.80966 1.41
C -1.63621 -0.39734 -4.90228 -0.82
C -1.67851 0.38244 3.80592 -0.46
H -1.58496 -0.28507 -7.05497 0.37
H -0.27551 4.17978 6.81006 0.29
H -0.03355 -2.82765 -4.19873 0.28
H -2.43129 0.09457 -2.34937 0.50
H 3.61201 -1.05946 -1.01656 0.35
H -0.88293 -0.04498 -1.53293 0.36
H -1.62371 -1.46659 -2.28321 0.26
H 0.20993 -1.84540 -6.38723 0.32
H -0.76135 1.04351 -6.23507 0.35
H 0.27651 -1.85338 -0.19537 0.14
H -0.74110 1.64958 8.46752 0.29
H -3.28785 0.92536 5.11188 0.42
H 2.22188 -1.01327 -5.21482 0.40
H 1.34565 -0.02112 2.44987 0.23
H -1.63952 3.18540 8.66364 0.34
H 0.80770 3.58757 8.10626 0.34
H 1.56367 1.21892 4.34346 0.44
H 1.53111 0.61170 -5.13044 0.35
H 0.89573 -0.47319 -7.25245 0.39
H -1.88052 -1.46209 -4.89572 0.36
H -2.30474 -0.13971 3.10341 0.54
H 2.92230 -2.67709 -0.67944 0.42
H -2.57401 0.15404 -4.81824 0.37
H -0.53114 1.00893 -3.70989 0.44
```

Calculated values
**DFT total energy**: -39378.1930 eV
**Energy relative to the best compared isomer or geometry (same formula, charge and spin)**: 0.00 kJ/mol
**SMILES**: C[C@@H]1CCCC[C@]12NC(=O)N(CC(=O)NC(=O)Nc1ccc3c(c1)OCCO3)C2=O
**Gap between HOMO and LUMO**: 8.51 eV
**Molecular weight**: 416.434 g/mol
**HOMO energy**: -0.2893 Eh
**Max |F|**: 0.674 eV Å⁻¹

Record 4
Entry from the OMol25 dataset: C20H25AuN3O3S2 as an isolated structure (the ωB97M-V functional and the def2-TZVPD basis).

```
54
Properties=species:S:1:pos:R:3:mulliken_charge:R:1
Au -0.07903 -0.18787 -0.30504 0.59
S -2.40431 -3.71175 1.46628 -0.15
S -0.64349 1.77685 4.42610 -0.14
O -0.52851 0.02455 -3.00856 -0.56
O 0.89968 1.44370 -1.14444 -0.71
O 2.73493 2.29229 -2.05731 -0.35
N -1.12009 -1.60108 0.80534 -0.33
N -0.36306 0.72981 2.09597 -0.18
N 1.54250 0.95170 -3.37738 0.36
C 2.69853 1.29910 -4.21659 -0.58
C -1.10983 -0.18080 2.81784 -0.06
C -1.25224 -3.22580 -1.06358 -0.83
C -1.57351 0.03360 -8.73696 1.22
C -2.13847 0.96577 -9.78336 -1.27
C 0.42132 0.16815 -3.78460 0.76
C 0.78045 2.89243 2.18162 -0.87
C -0.02604 1.78938 2.75994 0.36
C 1.66908 1.52514 -2.14241 0.53
C -1.36357 0.23724 4.12400 -0.40
C -1.52635 -1.38798 -9.01518 1.23
C 0.52730 -0.44396 -5.10488 -0.53
C -0.04325 -1.66106 -5.36116 -1.13
C -1.51919 -2.77146 0.31597 0.75
C -1.09704 0.53750 -7.56574 -0.01
C -1.11943 -2.28212 -8.07453 -1.14
C 3.46616 2.22821 -3.32420 -0.37
C -1.97638 -1.88339 -10.37438 -1.36
C -2.20568 -2.46372 2.65522 -0.31
C -1.49658 -1.39348 2.15487 0.12
H 0.51571 -2.42449 -5.90511 0.48
H 2.37615 1.78444 -5.14161 0.36
H -1.42960 -1.40904 -11.19964 0.31
H -1.81160 -2.96222 -10.44211 0.38
H -1.53411 0.98751 -10.70027 0.31
H -0.72347 -0.10180 -6.80097 -1.05
H 3.51059 3.23940 -3.73735 0.29
H -2.58639 -2.49749 3.66853 0.39
H 4.47298 1.85593 -3.11493 0.30
H 0.21103 3.38979 1.38590 0.23
H -1.00080 -3.31795 -8.39885 0.23
H 1.70472 2.49204 1.74697 0.24
H -1.13792 1.61514 -7.40807 0.24
H -2.21024 -3.37441 -1.57990 0.32
H -1.93982 -0.33962 4.83589 0.38
H -2.17491 1.98372 -9.38639 0.37
H -3.15814 0.68749 -10.08020 0.31
H -0.65160 -2.47905 -1.59389 -0.01
H 1.19575 0.04085 -5.81900 0.38
H -0.97501 -1.93430 -4.85727 0.42
H -1.02201 -2.03227 -7.03947 0.04
H -0.72922 -4.19060 -1.02136 0.36
H 1.01336 3.60917 2.97453 0.42
H 3.27731 0.40190 -4.45925 0.33
H -3.04636 -1.70307 -10.55174 0.32
```

Calculated values
**DFT total energy**: -57113.2025 eV
**Net charge**: +1
**Energy relative to the best compared isomer or geometry (same formula, charge and spin)**: 171.01 kJ/mol
**Gap between HOMO and LUMO (spin up / spin down)**: 7.14 / 7.14 eV
**Molecular weight**: 616.539 g/mol
**HOMO energy (spin up / spin down)**: -0.3800 / -0.3800 Eh
**Max |F|**: 2.956 eV Å⁻¹

Record 5
Entry from the OMol25 dataset: C20H25Cl2NO6SSc as an isolated structure (the ωB97M-V functional and the def2-TZVPD basis).

```
56
Properties=species:S:1:pos:R:3:mulliken_charge:R:1
Sc 0.36790 0.10786 -0.82480 -0.02
Cl 4.77440 -3.12372 -1.90282 -0.15
Cl 4.82533 -0.34398 -2.83717 -0.19
S -1.19566 -0.69984 -2.59326 -0.57
O 1.92020 -0.54702 -1.60257 -0.24
O -0.15775 1.31225 1.27958 0.09
O 2.27720 0.95343 0.55872 0.05
O -1.67924 1.44504 -0.77530 0.22
O 0.77455 2.26152 -1.31486 0.24
O 2.05268 -2.37894 -2.85985 -0.53
N -0.40201 -1.69162 0.16300 0.66
C 0.13679 -2.40149 1.14543 0.93
C -1.54679 2.40641 -1.82050 -0.87
C -4.45475 -2.09544 -0.70243 -0.85
C -3.95782 -2.68740 0.43175 -0.80
C -0.25810 3.20413 -1.60639 -0.52
C -3.60810 -1.44953 -1.60017 -0.67
C -1.99391 -3.27984 1.80795 -0.89
C -1.53974 1.36006 1.62176 -0.60
C 2.93296 1.85845 -0.32745 -0.51
C -0.64005 -3.22460 1.98377 -1.15
C -2.24763 -1.33572 -1.35866 0.60
C 1.62376 -2.36591 1.31772 -1.10
C 2.13786 1.39924 1.90633 -0.66
C -1.72467 -1.86058 -0.13814 -0.17
C 1.95810 2.91258 -0.85793 -0.54
C 2.53222 -1.54309 -2.14906 0.23
C -2.58465 -2.60632 0.71794 0.94
C -2.30412 1.91870 0.41212 -0.75
C 0.71053 1.09383 2.38902 -0.61
C 4.04039 -1.53063 -1.75994 0.52
H -0.37828 3.88854 -0.75059 0.40
H 4.17109 -1.17408 -0.73389 0.05
H -1.89651 0.35446 1.87984 0.20
H 2.86215 0.87554 2.54479 0.35
H 2.02141 -3.33771 1.01397 0.44
H -0.14888 -3.79358 2.75843 0.53
H -1.48795 1.81932 -2.74803 0.19
H -2.61617 -3.86306 2.46965 0.49
H -4.00393 -1.05314 -2.52248 0.51
H 3.29337 1.24482 -1.16018 -0.31
H 1.68477 3.61958 -0.06042 0.38
H -2.29655 3.01201 0.44056 0.48
H 2.07308 -1.59549 0.68303 -0.13
H -3.34310 1.56700 0.43530 0.28
H 0.45841 1.76995 3.21544 0.48
H 2.31952 2.47574 1.96974 0.48
H 2.42419 3.46574 -1.68246 0.49
H -4.59567 -3.24270 1.09977 0.43
H 1.91004 -2.21224 2.35775 0.44
H -2.41891 3.06546 -1.86748 0.51
H -0.00429 3.79126 -2.49892 0.45
H 0.61275 0.05952 2.74502 0.22
H -1.69113 2.02214 2.48166 0.56
H -5.50538 -2.17060 -0.93258 0.43
H 3.78612 2.34366 0.15827 0.53
```

Calculated values
**DFT total energy**: -91499.5709 eV
**Net charge**: +1
**Energy relative to the best compared isomer or geometry (same formula, charge and spin)**: 130.48 kJ/mol
**Gap between HOMO and LUMO**: 7.07 eV
**Molecular weight**: 523.350 g/mol
**HOMO energy**: -0.3768 Eh
**Max |F|**: 1.969 eV Å⁻¹

Record 6
Entry from the OMol25 dataset: a 2-piece molecular cluster, C20H25ClF11N4O5S overall (the ωB97M-V functional and the def2-TZVPD basis).

```
67
Properties=species:S:1:pos:R:3:mulliken_charge:R:1
Cl 2.45943 -2.82412 0.01967 -0.08
S 0.05432 0.64021 -1.96813 0.82
F -7.13891 2.23166 0.23811 -0.21
F -6.59064 0.20132 -0.29533 -0.28
F -0.77040 2.19807 0.25901 -0.20
F -8.01423 4.55540 2.75711 -0.25
F -6.30997 4.40810 0.55165 -0.27
F -5.04636 1.08190 1.81686 -0.30
F 0.67363 3.32403 -1.28608 -0.20
F -3.91127 0.77630 -0.01377 -0.30
F -7.09638 2.58265 2.66661 -0.21
F -5.52475 5.72405 2.08345 -0.29
F -1.57224 2.84988 -1.99846 -0.19
O -4.57916 3.72682 1.84904 -0.43
O -1.26814 -0.10729 -2.39733 -0.49
O 1.35946 -4.60661 5.32426 -0.48
O -0.68431 -3.50674 5.94325 -0.42
O 0.73769 1.03495 -3.33548 -0.58
N 0.11715 -2.56692 -1.14986 -0.39
N -0.54966 -3.02804 1.36761 -0.06
N 0.29666 -0.77083 0.36285 -0.27
N 5.26060 0.29507 -1.96445 0.22
C 4.28781 -1.20316 -3.93693 -0.74
C 5.51265 -0.60690 -0.77638 0.08
C 4.27764 0.21468 -3.11371 -0.13
C 1.52285 -1.96230 -1.35136 0.44
C 0.72046 -2.70920 3.68441 -0.23
C 1.93646 -2.24340 -2.91201 -0.40
C -5.82333 4.42390 1.81613 0.71
C 7.13476 1.25654 -0.38996 -0.41
C 6.66301 -0.15370 0.29959 -0.65
C 3.53921 -2.45182 -3.18341 -0.56
C -0.11226 -2.25837 0.31825 -0.07
C -4.25821 2.98896 0.66677 -0.48
C 1.14920 -0.41894 -0.87462 -0.26
C -0.43061 2.30090 -1.17872 0.65
C -6.13410 1.48277 -0.26784 0.07
C -6.82690 3.90148 2.85152 0.22
C -0.63252 -2.41049 2.77910 -0.40
C -4.85960 1.57815 0.56532 0.89
C 6.24675 1.45197 -1.75600 -0.30
C 0.45281 -3.64276 5.00639 0.38
H 4.17588 -2.72409 -2.24020 0.30
H -0.65429 -0.35554 0.12712 0.16
H -0.76990 -1.24868 2.76493 0.22
H 3.22404 0.53137 -2.69741 -0.04
H -0.78361 -4.04314 1.22083 0.29
H -4.41829 3.58088 -0.24261 0.38
H 2.13818 0.04367 -0.45352 0.41
H 0.16896 -3.61577 -1.16219 0.45
H 1.56392 -1.42388 -3.67604 0.23
H 3.78279 -0.98830 -4.98994 0.35
H 5.40077 -1.55211 -4.19141 0.33
H 1.60156 -3.19065 3.08255 0.17
H 3.63189 -3.38686 -3.91941 0.33
H -5.95495 1.79106 -1.30197 0.31
H 6.26225 2.32001 -2.54075 0.28
H 1.13905 -1.66874 4.09365 0.35
H 4.96661 -1.61402 -0.53835 0.11
H 1.39775 -3.25253 -3.24397 0.41
H -6.44330 4.02674 3.86725 0.24
H 7.04889 -0.62191 1.29997 0.31
H -3.17009 2.85832 0.71819 0.20
H -1.55772 -3.42154 5.45803 0.35
H -1.56966 -2.85785 3.35230 0.34
H 4.61240 1.05715 -3.89042 0.30
H 7.93825 1.99821 0.02628 0.29
```

Calculated values
**DFT total energy**: -90570.0475 eV
**Net charge**: +1
**Gap between HOMO and LUMO**: 5.11 eV
**Molecular weight**: 677.941 g/mol
**HOMO energy**: -0.3658 Eh
**Max |F|**: 10.496 eV Å⁻¹